83
Properties=species:S:1:pos:R:3 method="wB97M-V/def2-TZVPD" largest_force_ev_per_a=2.7 s2=6.049 relative_energy_kcal_mol=2.0 energy_ha=-10532.99939 spin_multiplicity=5 mol_weight_g_mol=878.30 e_lumo_ev="0.18 / 0.09"
Cr 1.0209 -0.1974 0.4150
Se 3.7165 3.4457 -0.1869
P 1.5613 3.6411 -0.1851
Se 0.2049 1.8910 -0.6347
C 1.0965 4.9034 -1.3411
C 1.9276 5.2169 -2.4209
C 1.5359 6.0769 -3.4398
C 0.3052 6.6811 -3.3723
C -0.5238 6.4211 -2.2790
C -0.1476 5.5287 -1.2994
C 1.0239 4.3239 1.3878
C 1.7750 5.3605 1.9667
C 1.3817 5.9706 3.0905
C 0.2281 5.5363 3.7628
C -0.5080 4.4619 3.2523
C -0.0772 3.8697 2.0307
H 2.8934 4.7808 -2.5095
H 2.2734 6.2821 -4.2105
H -0.0581 7.3883 -4.1313
H -1.4304 6.9605 -2.1430
H -0.8375 5.3690 -0.4633
H 2.7239 5.6309 1.4982
H 1.9809 6.7685 3.5529
H -0.1414 5.9503 4.6979
H -1.4479 3.9915 3.6621
H -0.6407 3.0850 1.5567
C 5.3748 -0.0409 -1.2949
C 4.1617 -0.7916 -0.9080
O 3.3902 -0.2646 -0.0931
N 3.8765 -1.9477 -1.5120
C 2.5537 -2.5789 -1.3166
C 2.4281 -3.1332 0.0875
C 3.0032 -4.2998 0.4512
C 2.8294 -4.7569 1.7463
C 1.8983 -4.1195 2.5356
C 1.3586 -2.9179 2.1000
N 1.6784 -2.3761 0.9529
H 5.0037 0.8943 -1.7449
H 6.0343 -0.5033 -1.9947
H 5.9404 0.2660 -0.4252
H 4.4276 -2.1685 -2.3075
H 2.4425 -3.4177 -1.9797
H 1.7900 -1.8673 -1.5742
H 3.5852 -4.8742 -0.2276
H 3.2884 -5.6708 2.0375
H 1.6428 -4.5241 3.5280
H 0.8632 -2.3216 2.8160
C -5.6188 -5.9382 -1.7310
C -5.7015 -4.4115 -1.7365
C -6.5412 -4.0400 -2.9182
C -6.4828 -4.0239 -0.4707
C -4.2940 -3.8799 -1.7327
C -3.3489 -4.2699 -2.7106
C -2.0562 -3.7602 -2.7287
C -1.7039 -2.8027 -1.8276
O -0.5598 -2.1337 -1.6120
B -0.7246 -1.1496 -0.6073
O -2.0819 -1.2966 -0.1794
C -2.6364 -2.3340 -0.8996
C -3.9215 -2.8712 -0.8323
H -6.6143 -6.3118 -1.6318
H -5.0981 -6.1579 -0.8021
H -5.0955 -6.4067 -2.5551
H -7.5615 -4.4531 -2.7708
H -6.1773 -4.2787 -3.9177
H -6.5859 -2.9046 -2.8977
H -7.4129 -4.6026 -0.3930
H -6.7467 -2.9809 -0.5151
H -5.8905 -4.1894 0.4947
H -3.5944 -5.0368 -3.4398
H -1.3472 -4.0994 -3.4915
H -4.6158 -2.3878 -0.1335
Br -0.5507 0.1045 3.5236
C 1.1521 0.9106 3.5819
C 1.5724 1.7631 4.5989
C 2.7315 2.4908 4.3555
C 3.4841 2.3137 3.2226
C 2.9835 1.3932 2.2985
N 1.8003 0.8051 2.4652
H 0.9940 1.8440 5.4798
H 3.0495 3.2104 5.0788
H 4.3444 2.8845 2.9286
H 3.4430 1.0771 1.3734


52
Properties=species:S:1:pos:R:3 method="wB97M-V/def2-TZVPD" largest_force_ev_per_a=0.8 s2=0.754 relative_energy_kcal_mol=4.5 energy_ha=-3678.35142 spin_multiplicity=2 mol_weight_g_mol=445.95 e_lumo_ev="0.21 / 0.13"
Cu -0.1594 0.1706 -0.0653
N -0.2336 -1.1703 1.4584
C -0.6184 -0.5303 2.7246
C -1.1887 0.8858 2.5038
O -1.6714 1.5148 3.4441
N -1.0514 1.2742 1.2443
C -1.4901 2.5550 0.7514
C -1.0996 2.6633 -0.7285
O -1.1917 3.7200 -1.3247
O -0.6683 1.5549 -1.2775
H -0.8971 -1.8769 1.1668
H 0.6921 -1.5840 1.5089
H 0.2595 -0.4271 3.3638
H -1.3553 -1.1181 3.2709
H -1.0296 3.3871 1.2899
H -2.5749 2.6728 0.8354
C 2.7630 -1.3859 -1.9072
P 1.4331 -0.1356 -1.7226
C 2.3814 1.4066 -1.9368
C 0.5579 -0.3011 -3.3311
C -0.2220 -1.6161 -3.4620
P -1.5026 -1.8306 -2.1334
C -2.2246 -3.4335 -2.7027
C -2.7818 -0.6697 -2.7628
H 3.1910 -1.3387 -2.9095
H 2.3714 -2.3862 -1.7189
H 3.5358 -1.1862 -1.1675
H 2.9913 1.3586 -2.8400
H 3.0285 1.5350 -1.0679
H 1.6908 2.2461 -1.9940
H 1.3041 -0.2101 -4.1249
H -0.1183 0.5515 -3.4003
H 0.4575 -2.4715 -3.4029
H -0.7249 -1.6599 -4.4312
H -2.4165 -3.4267 -3.7768
H -3.1616 -3.6098 -2.1736
H -1.5411 -4.2485 -2.4624
H -2.9799 -0.8405 -3.8225
H -2.4340 0.3524 -2.6059
H -3.7029 -0.8053 -2.1951
S 3.1456 -1.0980 1.6276
C 3.9119 -0.4740 2.9615
N 5.0763 -0.9261 3.4698
C 5.5824 -0.0927 4.5531
C 4.3707 0.8071 4.8622
N 3.5026 0.5587 3.7182
H 5.6468 -1.5695 2.9537
H 6.4481 0.4900 4.2310
H 5.8680 -0.6961 5.4135
H 4.6475 1.8582 4.9266
H 3.8806 0.5217 5.7951
H 2.5918 0.9680 3.6077


46
Properties=species:S:1:pos:R:3 method="wB97M-V/def2-TZVPD" largest_force_ev_per_a=3.6 s2=0.767 relative_energy_kcal_mol=61.5 charge=-1 energy_ha=-2849.49103 spin_multiplicity=2 mol_weight_g_mol=375.92 e_lumo_ev="2.81 / 2.79"
C -0.9952 1.5522 0.4139
Cu -0.0111 -0.2551 0.1913
N 1.2128 -1.5584 -0.7135
H -0.3544 0.4106 -1.1522
H 2.2115 -1.3657 -0.7308
H -1.1084 0.1139 -0.9831
H -1.4141 2.0475 -0.4863
H -0.2931 2.2357 0.9156
H -1.7924 1.2828 1.1190
H 1.0718 -2.3489 -0.0740
H 0.9691 -1.8839 -1.6429
O -0.0363 -0.8890 1.9853
P 0.1669 -0.1926 3.3616
C 1.6626 0.7696 3.3029
C 2.0327 1.3855 4.5068
C 3.1998 2.1522 4.5548
C 3.9768 2.3293 3.4255
C 3.6071 1.7373 2.2334
C 2.4677 0.9386 2.1598
C -1.2118 0.8141 3.8806
C -2.4337 0.2270 4.2428
C -3.4988 1.0367 4.6769
C -3.3568 2.4134 4.7083
C -2.1822 3.0082 4.2932
C -1.1075 2.2121 3.8701
C 0.2485 -1.6561 4.3456
C -0.7356 -2.6494 4.2259
C -0.6453 -3.8003 5.0193
C 0.4447 -3.9765 5.8614
C 1.4666 -3.0338 5.9087
C 1.3766 -1.8739 5.1281
H 1.4082 1.2447 5.3987
H 3.4664 2.5906 5.5074
H 4.8711 2.9118 3.4580
H 4.1768 1.8633 1.3223
H 2.2189 0.4630 1.2022
H -2.5274 -0.8564 4.1467
H -4.4241 0.5510 4.9817
H -4.1632 3.0270 5.0490
H -2.0409 4.0854 4.2730
H -0.1904 2.6631 3.4867
H -1.5474 -2.5169 3.5055
H -1.4618 -4.5232 4.9619
H 0.4993 -4.8549 6.4738
H 2.3368 -3.1652 6.5468
H 2.1810 -1.1374 5.0969


13
Properties=species:S:1:pos:R:3 method="wB97M-V/def2-TZVPD" largest_force_ev_per_a=7.2 s2=8.764 relative_energy_kcal_mol=47.2 charge=+2 energy_ha=-415.98540 spin_multiplicity=6 mol_weight_g_mol=189.00 e_lumo_ev="-9.60 / -11.92"
C -0.1166 0.9467 -0.1805
C -0.6139 -0.1193 0.7064
H -0.9950 0.2310 1.6764
O -0.8434 2.0748 -2.1821
C -0.7172 0.9691 -1.4091
H -0.6917 0.0752 -2.0408
H -0.8164 2.8933 -1.6749
H -1.2179 -0.7205 -0.1638
H 1.3980 -0.3800 1.7957
C 0.7334 -0.9531 1.1220
O 0.7910 -2.1740 1.0804
Rh 2.0017 -3.6111 1.3995
H 1.0881 0.7679 -0.1290


53
Properties=species:S:1:pos:R:3 method="wB97M-V/def2-TZVPD" largest_force_ev_per_a=2.4 s2=0.770 charge=+1 energy_ha=-6533.03325 spin_multiplicity=2 mol_weight_g_mol=789.53 e_lumo_ev="-4.59 / -4.53"
Re -0.2601 0.5145 1.0230
O -1.8015 0.9361 2.2635
C -1.7744 0.6137 3.5366
C -2.2989 1.5135 4.4806
C -2.2578 1.2287 5.8223
C -1.7596 0.0013 6.2818
C -1.2988 -0.9233 5.3817
C -1.2514 -0.6381 4.0065
C -0.8481 -1.6408 3.0817
N -0.5263 -1.3820 1.8503
N -0.5054 -2.4059 0.9571
C -0.7379 -1.9619 -0.2502
O -0.9762 -0.6898 -0.4780
C -0.7413 -2.9008 -1.3813
C -0.2756 -4.2056 -1.2315
C -0.2851 -5.0674 -2.3140
C -0.7608 -4.6368 -3.5458
C -1.2125 -3.3336 -3.7015
C -1.1984 -2.4637 -2.6249
H -2.6938 2.4511 4.1119
H -2.6199 1.9607 6.5321
H -1.7481 -0.2117 7.3413
H -0.9502 -1.8897 5.7263
H -0.9118 -2.6868 3.3743
H 0.0847 -4.5298 -0.2645
H 0.0753 -6.0809 -2.1984
H -0.7817 -5.3186 -4.3858
H -1.5803 -2.9940 -4.6606
H -1.5505 -1.4468 -2.7314
Se 3.3338 3.8342 -4.8903
N 1.8877 4.2401 -3.9772
C 1.7282 3.3213 -3.0588
C 0.6367 3.3153 -2.1059
C -0.3850 4.2673 -2.0636
C -1.3731 4.1483 -1.1078
C -1.3214 3.0964 -0.2018
N -0.3498 2.1869 -0.2298
C 0.6135 2.2784 -1.1730
C 1.6159 1.2340 -1.1552
N 1.4700 0.2886 -0.2003
C 2.3510 -0.7033 -0.1373
C 3.4036 -0.8183 -1.0370
C 3.5669 0.1396 -2.0154
C 2.6614 1.2018 -2.0776
C 2.7262 2.2788 -3.0448
N 3.6634 2.3847 -3.9522
H -0.3838 5.0788 -2.7788
H -2.1816 4.8620 -1.0490
H -2.0672 2.9700 0.5728
H 2.2071 -1.4274 0.6543
H 4.0827 -1.6540 -0.9534
H 4.3767 0.0861 -2.7305
Br 1.1832 1.5788 2.7094